No. 1
The following is a DFT calculation (ωB97M-V/def2-TZVPD) of a single CHNO5S molecule in a non-equilibrium geometry.

Last column: natural (NBO) charge in e.
Cartesian coordinates (Å):
O: -0.894 -1.867 -0.128  -0.488
C: -0.330 -0.815 -0.202  0.494
N: 0.941 -0.582 -0.622  0.069
O: 1.544 0.790 -0.383  -0.526
S: 2.794 0.046 0.180  2.477
O: 3.982 0.092 -0.605  -0.832
O: 2.836 0.154 1.587  -0.847
O: 2.000 -1.373 -0.284  -0.478
H: -0.753 0.211 0.014  0.132

The HOMO-LUMO gap is 0.3832 Eh. Its SMILES is O=C[N+]12OS1(=O)([O-])O2. The value obtained for the energy is -23610.373 eV. Its HOMO energy is -11.025 eV.


No. 2
The following is a DFT calculation (ωB97M-V/def2-TZVPD) of 2 unconnected molecules or ions with the total composition CHNOS in a non-equilibrium geometry.

Last column: natural (NBO) charge in e.
Cartesian coordinates (Å):
C: -0.660 -0.122 1.236  0.060
N: -1.750 0.231 1.023  -0.322
H: 0.471 -0.068 1.388  0.260
O: 1.137 0.029 -1.104  -0.701
S: 0.802 -0.070 -2.543  0.703

The HOMO-LUMO gap (spin up / spin down) is 0.2862 / 0.2869 Eh. Its SMILES is C#N.O=S. The value obtained for the energy is -15423.034 eV. Its HOMO energy (spin up / spin down) is -9.632 / -9.642 eV.


No. 3
The following is a DFT calculation (ωB97M-V/def2-TZVPD) of a single CHNOS2 molecule in a non-equilibrium geometry.

Last column: natural (NBO) charge in e.
Cartesian coordinates (Å):
C: -0.331 -1.065 -0.701  -0.169
N: 1.190 -1.350 -0.921  -0.791
O: 2.118 -0.148 1.145  -0.845
S: -1.087 -1.592 0.600  0.128
S: 2.420 -0.862 -0.103  1.460
H: -0.873 -0.530 -1.458  0.217

The HOMO-LUMO gap is 0.2958 Eh. The value obtained for the energy is -26258.957 eV. Its HOMO energy is -9.371 eV.


energy of number 2 (CHNOS)? -15423.034 eV